{
  "formula": "C4H8N2O",
  "method": "ωB97M-V/def2-TZVPD",
  "symbols": ["O", "N", "N", "C", "C", "C", "C", "H", "H", "H", "H", "H", "H", "H", "H"],
  "coordinates": [[-1.4933, 0.5358, 0.5504], [0.3877, 1.6215, -0.9269], [-1.5573, -2.6471, -0.5197], [0.3612, 0.1633, -0.9660], [-0.4663, -0.3702, 0.2514], [0.4184, -0.6155, 1.4776], [-1.0954, -1.6487, -0.1630], [1.1967, -1.3577, 1.2688], [-1.1319, 1.3948, 0.2457], [1.2864, 1.9909, -0.6432], [-0.1234, -0.1637, -1.8894], [1.3634, -0.2808, -0.9429], [0.8924, 0.3267, 1.7741], [-0.1940, -0.9692, 2.3110], [0.1553, 2.0200, -1.8279]],
  "forces_ev_per_a": [[0.0, 0.2, 0.0], [0.2, 0.1, -0.1], [0.5, 0.9, 0.4], [0.0, -0.1, -0.1], [0.2, -0.2, 0.0], [0.0, 0.0, 0.1], [-0.4, -0.9, -0.3], [-0.1, 0.1, 0.0], [-0.1, -0.1, 0.1], [-0.1, 0.0, 0.0], [0.0, 0.0, 0.1], [-0.2, 0.0, 0.0], [-0.1, -0.1, -0.1], [0.1, 0.1, -0.1], [0.0, 0.0, 0.1]],
  "total_energy_ev": -9304.9833,
  "smiles": "C[C@](O)(C#N)CN"
}